Entry 1:
Formula: C37H43Br2IrN3O4Sb2
Source: the Open Molecules 2025 dataset
Level of theory: ωB97M-V/def2-TZVPD

The geometry in XYZ format:
```
92
Properties=species:S:1:pos:R:3:forces:R:3:lowdin_charge:R:1
Ir 0.1233 0.1210 0.2804 -3.4 -1.2 1.5 0.977
C -1.8647 0.2104 4.1579 0.4 0.0 -0.3 -0.213
Sb -1.9217 0.2401 2.0228 -0.8 -0.4 -0.5 1.467
C -2.8361 2.2265 1.7188 0.4 -0.8 0.1 -0.244
C -3.7334 -1.0127 1.5977 1.4 0.3 0.5 -0.221
C -4.6607 -0.3360 0.7003 -0.9 0.4 -1.1 -0.298
C -5.5617 0.5955 1.2297 0.3 -0.3 -0.2 -0.068
C -6.3839 1.3440 0.4198 -0.1 0.1 -0.6 -0.058
C -6.3256 1.1820 -0.9656 -0.1 0.2 0.4 -0.063
C -5.4989 0.2223 -1.5076 0.1 -0.2 0.2 -0.049
C -4.6860 -0.5781 -0.7003 -0.5 0.9 1.0 -0.296
C -3.9256 -1.6623 -1.3184 1.4 -0.1 0.0 -0.257
Sb -1.8117 -1.1233 -1.8043 -0.4 0.0 0.1 1.450
C -1.4273 -3.0614 -2.6872 0.5 0.4 0.4 -0.258
C -2.2927 -0.0544 -3.6382 0.5 0.0 0.6 -0.282
H -2.7484 0.6928 4.5675 -0.1 0.1 -0.2 0.027
H -0.9704 0.7285 4.4926 0.0 0.0 0.0 0.012
H -1.8090 -0.8272 4.4763 0.0 0.0 -0.1 0.024
H -3.7841 2.2045 2.2376 -0.2 0.1 0.1 0.001
H -3.0018 2.4272 0.6660 -0.1 0.0 -0.2 0.009
H -2.2165 3.0024 2.1470 0.2 0.2 0.2 -0.002
H -4.1352 -1.1325 2.5996 -0.1 -0.2 0.1 0.080
H -3.3502 -1.9620 1.2398 0.0 -0.1 0.1 0.049
H -5.6039 0.7179 2.3012 0.0 0.0 0.2 0.119
H -7.0713 2.0520 0.8520 -0.1 0.1 0.1 0.112
H -6.9481 1.7842 -1.6063 -0.1 0.1 -0.1 0.109
H -5.5022 0.0527 -2.5742 0.0 0.0 -0.2 0.113
H -4.3303 -1.9300 -2.2919 0.1 -0.1 -0.1 0.077
H -3.8450 -2.5476 -0.6945 0.0 -0.1 0.0 0.069
H -2.1907 -3.2832 -3.4278 -0.2 0.2 0.0 0.026
H -1.4391 -3.8184 -1.9097 0.0 0.0 0.1 0.017
H -0.4540 -3.0627 -3.1641 0.1 -0.1 -0.1 -0.001
H -2.8969 -0.6995 -4.2653 -0.1 -0.2 0.0 0.020
H -1.3800 0.1950 -4.1687 0.1 0.1 -0.1 0.004
H -2.8424 0.8549 -3.4151 -0.1 0.1 0.1 0.004
O -1.0181 -2.0079 2.3775 -0.1 0.3 0.0 -0.130
C -0.2123 -2.5421 1.5941 -0.9 -0.6 1.3 -0.589
O 0.3074 -1.9595 0.5966 0.9 1.2 -0.9 -0.228
C 0.1086 -3.9754 1.8430 0.1 -0.1 -0.1 -0.138
C -0.8071 -4.7511 2.5582 0.1 0.1 -0.2 -0.014
C -0.5281 -6.0784 2.8232 0.1 0.0 0.0 -0.059
C 0.6781 -6.6255 2.4080 0.0 0.0 0.0 -0.062
C 1.5914 -5.8566 1.6970 0.0 -0.1 0.0 -0.066
C 1.3108 -4.5314 1.4121 -0.3 0.0 0.0 -0.024
H -1.7312 -4.3084 2.8984 0.0 0.1 0.0 0.116
H -1.2454 -6.6858 3.3577 0.0 0.0 0.0 0.112
H 0.9117 -7.6520 2.6512 0.0 -0.1 -0.1 0.111
H 2.5224 -6.2977 1.3688 0.0 0.0 0.0 0.108
H 2.0192 -3.9150 0.8789 0.1 0.0 -0.1 0.108
N 1.6022 -0.0962 -1.0711 1.7 -0.3 -0.5 0.004
C 2.5505 -0.6434 -1.4782 -1.3 0.8 0.4 -0.202
N 3.6071 -1.1807 -1.9474 0.5 -0.5 -0.1 -0.075
C 3.6123 -1.8464 -3.2456 -0.1 -0.2 -0.8 -0.116
C 4.1643 -0.8965 -4.3078 0.1 -0.2 0.1 -0.164
C 5.5453 -0.3912 -3.8963 -0.2 0.3 0.0 -0.187
C 5.4955 0.2548 -2.5141 0.1 -0.3 0.0 -0.169
C 4.9212 -0.7281 -1.4969 0.6 0.5 0.1 -0.117
H 2.5982 -2.1690 -3.4889 0.1 -0.1 0.1 0.128
H 4.2600 -2.7227 -3.1564 -0.1 0.0 0.0 0.139
H 3.4794 -0.0548 -4.4335 -0.1 0.0 0.0 0.118
H 4.2267 -1.4264 -5.2578 -0.1 0.0 0.0 0.123
H 5.8932 0.3391 -4.6239 0.1 0.0 -0.1 0.119
H 6.2518 -1.2223 -3.8863 0.1 0.0 0.0 0.124
H 4.8720 1.1513 -2.5428 0.0 0.1 0.0 0.115
H 6.4960 0.5481 -2.1990 0.0 0.1 0.0 0.122
H 4.8253 -0.2722 -0.5103 0.0 -0.2 0.0 0.130
H 5.5606 -1.6116 -1.4235 -0.1 0.0 0.1 0.140
Br 4.1234 2.6568 4.6841 0.8 1.4 -0.3 0.962
C 3.4296 3.2261 3.0018 0.3 -0.8 1.2 -0.518
C 3.9529 4.4060 2.4654 -0.7 -0.5 -0.6 0.033
C 3.5157 4.8456 1.2026 0.3 0.5 -0.2 -0.005
C 2.6041 4.1461 0.4861 -0.1 -1.0 0.1 0.051
C 1.9691 2.8973 1.0074 0.8 0.8 0.6 -0.145
C 2.4524 2.4994 2.3632 0.3 0.6 -0.5 -0.033
C 1.8618 1.2971 3.0324 0.7 -1.1 1.4 -0.607
O 2.3655 0.9228 4.0897 -1.2 -0.2 -1.3 -0.029
O 0.8481 0.7609 2.4843 -0.8 -0.8 -2.0 -0.180
H 4.6941 4.9636 3.0155 0.1 0.1 0.1 0.129
H 3.9408 5.7566 0.8074 0.0 0.0 -0.1 0.133
H 2.3135 4.4521 -0.5086 0.0 0.2 -0.1 0.143
H 2.2037 2.0673 0.3130 0.1 0.1 0.1 0.165
Br -1.1738 6.6627 -0.6172 0.2 -0.6 0.1 0.825
C -0.6214 4.8550 -0.3931 -0.1 0.5 0.1 -0.666
C -0.0239 4.4393 0.7467 -0.4 0.0 -0.4 -0.069
C 0.3847 3.0163 0.9198 -0.3 0.2 0.4 -0.271
N -0.0870 2.0934 -0.0894 -0.1 0.3 -0.6 -0.145
C -0.5794 2.5911 -1.2155 0.3 -0.9 0.2 -0.122
C -0.8492 3.9234 -1.4385 0.0 0.9 0.3 -0.044
H 0.1713 5.1016 1.5748 0.0 0.2 0.1 0.136
H 0.0070 2.6830 1.8939 0.1 -0.1 -0.3 0.124
H -0.7878 1.8766 -2.0028 -0.1 -0.1 0.1 0.088
H -1.2586 4.2525 -2.3759 -0.1 0.0 -0.2 0.116
```
Positions in Å, forces in eV/Å.

expectation value of S² = 0.7917
multiplicity = 2
ΔE to the lowest compared entry with this formula, charge and spin = 480.9 kJ/mol
net charge = +2
E_LUMO (spin up / spin down) = -0.296 / -0.297 hartree



Entry 2:
Formula: C37H44BF5MoN6O5S3Se
Source: the Open Molecules 2025 dataset
Level of theory: ωB97M-V/def2-TZVPD

The geometry in XYZ format:
```
103
Properties=species:S:1:pos:R:3:forces:R:3:lowdin_charge:R:1
Mo -1.2101 2.2862 -0.3892 -0.4 -0.1 -0.1 1.063
C 2.0202 1.1632 -4.6810 0.0 0.0 0.0 -0.041
C 1.7379 0.2027 -3.5727 0.0 0.0 0.0 -0.221
C 2.2801 -1.0430 -3.4974 0.0 0.0 0.0 0.093
C 1.9439 -1.9196 -2.4334 0.0 0.0 0.0 -0.179
N 1.1445 -1.5358 -1.4745 0.0 0.0 0.0 0.200
N 0.6421 -0.2939 -1.5234 0.0 0.0 -0.1 0.013
B -0.2317 0.1048 -0.3020 -0.2 -0.1 0.0 -0.630
N -1.2994 -1.0310 -0.1081 0.0 0.0 0.0 -0.048
N -0.8936 -2.1125 0.5709 0.0 0.0 0.0 0.200
C -1.7420 -3.0916 0.7368 0.0 0.0 0.0 -0.181
C -3.0364 -3.0380 0.1587 0.0 0.0 0.0 0.090
C -3.4608 -1.9282 -0.5067 0.0 -0.1 0.0 -0.223
C -4.8264 -1.7926 -1.0959 0.0 0.0 0.0 -0.040
C -2.5288 -0.8600 -0.5763 0.0 0.1 -0.1 -0.584
S -2.9646 0.6911 -1.1723 0.1 0.0 0.1 0.775
C -1.3239 -4.2742 1.5897 0.0 0.0 0.0 -0.543
C -2.3111 -4.3827 2.7623 0.0 0.0 0.0 -0.029
C -1.3874 -5.5533 0.7440 0.0 0.0 0.0 -0.022
C 0.0883 -4.0842 2.1380 0.0 0.0 0.0 -0.042
N 0.6436 0.1064 0.9796 0.0 0.1 0.0 -0.019
N 1.9200 -0.2209 0.9175 0.0 0.0 0.0 0.222
C 2.6060 -0.2350 2.0391 0.0 0.0 0.0 -0.166
C 1.9704 0.0305 3.2707 0.0 0.0 0.0 0.105
C 0.6494 0.3916 3.3238 -0.1 0.0 0.0 -0.209
C -0.0704 0.7361 4.5866 0.0 0.0 0.0 -0.024
C 0.0029 0.4763 2.0798 0.1 -0.1 0.0 -0.529
S -1.5977 1.1023 1.8092 0.0 0.0 0.0 0.723
C 4.0785 -0.5932 1.9318 0.0 0.0 0.0 -0.539
C 4.8865 0.0961 3.0356 0.0 0.0 0.0 -0.040
C 4.6235 -0.1570 0.5690 0.0 0.0 0.0 -0.039
C 4.1956 -2.1171 2.0782 0.0 0.0 0.0 -0.020
C 0.8578 0.5530 -2.5155 0.0 0.1 0.0 -0.520
S 0.0061 2.0439 -2.5001 0.1 0.0 0.2 0.845
C 2.5031 -3.3303 -2.3898 0.0 0.0 0.0 -0.541
C 2.0492 -4.0716 -3.6557 0.0 0.0 0.0 -0.026
C 2.0020 -4.0727 -1.1558 0.0 0.0 0.0 -0.052
C 4.0357 -3.2545 -2.3488 0.0 0.0 0.0 -0.021
H 2.7228 0.7337 -5.3910 0.0 0.0 0.0 0.094
H 2.4423 2.0894 -4.2878 0.0 0.0 0.0 0.091
H 1.1022 1.4210 -5.2120 0.0 0.0 0.0 0.091
H 2.9660 -1.3792 -4.2637 0.0 0.0 0.0 0.135
H -3.7053 -3.8805 0.2752 0.0 0.0 0.0 0.133
H -5.4097 -2.6942 -0.9256 0.0 0.0 0.0 0.093
H -4.7654 -1.6126 -2.1704 0.0 0.0 0.0 0.096
H -5.3518 -0.9437 -0.6555 0.0 0.0 0.0 0.088
H -3.3262 -4.6042 2.4298 0.0 0.0 0.0 0.085
H -2.3350 -3.4606 3.3464 0.0 0.0 0.0 0.092
H -2.0012 -5.1924 3.4233 0.0 0.0 0.0 0.097
H -2.3902 -5.7370 0.3561 0.0 0.0 0.0 0.085
H -1.1122 -6.4107 1.3581 0.0 0.0 0.0 0.099
H -0.6980 -5.5067 -0.1001 0.0 0.0 0.0 0.079
H 0.1537 -3.1923 2.7641 0.0 0.0 0.0 0.081
H 0.8204 -3.9865 1.3383 0.0 0.0 0.0 0.057
H 0.3516 -4.9489 2.7474 0.0 0.0 0.0 0.098
H 2.5443 -0.0195 4.1858 0.0 0.0 0.0 0.132
H 0.5796 0.6132 5.4496 0.0 0.0 0.0 0.094
H -0.9481 0.1010 4.7175 0.0 0.0 0.0 0.095
H -0.4210 1.7692 4.5540 0.0 0.0 0.0 0.092
H 4.7312 1.1765 3.0307 0.0 0.0 0.0 0.100
H 5.9472 -0.0883 2.8680 0.0 0.0 0.0 0.096
H 4.6528 -0.2888 4.0290 0.0 0.0 0.0 0.082
H 4.5211 0.9213 0.4341 0.0 0.0 0.0 0.090
H 4.1005 -0.6540 -0.2478 0.0 0.0 0.0 0.057
H 5.6810 -0.4142 0.5082 0.0 0.0 0.0 0.096
H 3.7978 -2.4601 3.0357 0.0 0.0 0.0 0.093
H 5.2436 -2.4143 2.0249 0.0 0.0 0.0 0.098
H 3.6532 -2.6268 1.2804 0.0 0.0 0.0 0.065
H 0.9604 -4.1185 -3.7162 0.0 0.0 0.0 0.095
H 2.4303 -5.0927 -3.6354 0.0 0.0 0.0 0.098
H 2.4242 -3.6019 -4.5662 0.0 0.0 0.0 0.085
H 0.9143 -4.1464 -1.1532 0.0 0.0 0.0 0.069
H 2.3015 -3.5618 -0.2415 0.0 0.0 0.0 0.056
H 2.4191 -5.0799 -1.1461 0.0 0.0 0.0 0.103
H 4.4515 -2.7521 -3.2233 0.0 0.0 0.0 0.086
H 4.4464 -4.2640 -2.3281 0.0 0.0 0.0 0.100
H 4.3805 -2.7308 -1.4554 0.0 0.0 0.0 0.077
O -3.2752 5.0072 -2.9873 0.1 -0.1 0.0 0.224
C -2.4132 4.4039 -2.2217 -0.1 0.1 0.0 -0.466
O -2.5932 3.2768 -1.7733 0.1 0.1 0.0 -0.188
C -1.1605 5.1755 -1.9226 0.1 -0.1 0.0 -0.062
O -0.5159 4.4283 -0.9096 0.0 -0.1 0.0 -0.354
C 0.8873 4.6788 -0.6975 0.0 0.0 -0.1 -0.059
C 1.4050 3.5474 0.1811 0.1 0.0 0.1 -0.569
O 2.5607 3.4606 0.4742 0.0 0.0 -0.1 0.150
O 0.4563 2.7282 0.6128 0.0 0.1 0.0 -0.292
H -4.0321 4.4222 -3.1773 0.0 0.0 0.0 0.177
H -1.3864 6.1896 -1.5856 0.0 0.0 0.0 0.169
H -0.5555 5.2238 -2.8352 0.0 0.0 0.0 0.164
H 1.0141 5.6405 -0.2002 0.0 0.0 0.0 0.158
H 1.4155 4.6671 -1.6515 0.0 0.0 0.0 0.140
F -6.9100 7.6411 0.2643 0.0 0.0 0.0 0.194
C -5.9200 6.8235 0.5300 0.0 0.0 0.0 -0.105
C -5.8851 5.5651 -0.0669 0.0 0.0 0.0 -0.134
F -6.8533 5.1998 -0.8934 0.0 0.0 0.0 0.157
C -4.8415 4.7108 0.2095 0.1 0.0 0.0 -0.243
F -4.8596 3.5032 -0.3518 0.0 0.0 0.1 0.091
C -3.7934 5.0776 1.0662 -0.1 0.0 0.0 -0.446
Se -2.3657 3.9688 1.5415 0.2 0.0 0.0 1.037
C -3.8735 6.3448 1.6693 0.0 0.0 0.0 -0.247
F -2.9194 6.7372 2.4997 0.0 0.0 0.0 0.110
C -4.9115 7.2153 1.4033 0.0 0.0 0.0 -0.130
F -4.9519 8.4097 1.9618 0.0 0.0 0.0 0.172
```
Positions in Å, forces in eV/Å.

expectation value of S² = 2.0262
multiplicity = 3
ΔE to the lowest compared entry with this formula, charge and spin = 15.7 kJ/mol
net charge = +2
E_LUMO (spin up / spin down) = -0.218 / -0.293 hartree